Computed, not measured: 3 unconnected molecules or ions with the total composition C5H7N3O4 in a non-equilibrium geometry, with the ωB97M-V functional and the def2-TZVPD basis.

Structure (XYZ):
```
19
Properties=species:S:1:pos:R:3
C -0.37 -0.48 -0.63
N -0.94 -0.69 0.53
C -0.37 0.43 1.45
C 0.20 1.43 0.43
N 0.40 0.61 -0.74
H -0.60 -1.00 -1.52
H 0.34 -0.10 2.00
H -1.14 0.91 2.09
H -0.48 2.19 0.31
H 1.24 1.89 0.81
H 0.88 1.16 -1.42
O 0.59 -3.81 -0.52
C -0.27 -3.70 0.28
N -1.28 -3.68 0.94
O -1.93 -2.88 1.79
H -1.92 -1.89 1.38
O 2.92 -2.38 -2.17
C 3.24 -2.93 -1.22
O 3.68 -3.57 -0.39
```

Properties
E_HOMO = -9.09 eV
ΔE to the lowest compared entry with this formula, charge and spin = 345.11 kJ/mol
SMILES = C1=NCCN1.O=C=NO.O=C=O
E_LUMO = 0.4 eV
Gap between HOMO and LUMO = 9.502 eV

Computed Löwdin charges, given in elementary charges: C -0.21; N 0.02; C -0.14; C -0.18; N 0.02; H 0.13; H 0.09; H 0.12; H 0.07; H 0.16; H 0.14; O 0.12; C -0.31; N 0.00; O -0.09; H 0.12; O 0.21; C -0.47; O 0.22

=====

Computed, not measured: a single C5H6O2 molecule in a non-equilibrium geometry, with the ωB97M-V functional and the def2-TZVPD basis.

Structure (XYZ):
```
13
Properties=species:S:1:pos:R:3
C -1.66 -0.80 -0.11
C -0.27 -0.31 0.16
C 0.31 1.37 0.01
C 0.86 0.14 -0.63
C 1.77 -0.46 0.42
O 2.88 -0.39 0.82
O 0.54 -0.87 1.17
H -2.31 -0.56 0.73
H -1.75 -1.88 -0.30
H -2.02 -0.26 -0.99
H 0.53 1.62 1.04
H 0.25 2.27 -0.64
H 0.88 0.12 -1.71
```

Properties
E_HOMO = -8.94 eV
ΔE to the lowest compared entry with this formula, charge and spin = 281.07 kJ/mol
SMILES = C[C@]12C[C@H]1C(=O)O2
E_LUMO = 0.9 eV
Gap between HOMO and LUMO = 9.811 eV

Computed Löwdin charges, given in elementary charges: C -0.01; C -0.37; C 0.04; C -0.18; C -0.31; O 0.16; O 0.05; H 0.09; H 0.09; H 0.09; H 0.09; H 0.10; H 0.15

=====

Computed, not measured: a molecular structure, C8H21BO6Si2 in a non-equilibrium geometry, with the ωB97M-V functional and the def2-TZVPD basis.

Structure (XYZ):
```
38
Properties=species:S:1:pos:R:3
C 1.11 -2.51 0.91
C 2.42 -1.75 0.76
C 2.48 -0.43 1.53
C 1.42 0.62 1.21
C 1.62 1.33 -0.14
C 1.11 0.60 -1.38
Si -0.73 0.35 -1.50
O -1.64 1.66 -0.91
Si -2.61 1.32 0.39
B -4.41 0.61 -0.14
O -5.54 1.32 0.17
O -4.62 -0.59 -0.78
C -4.54 -1.72 0.08
H 1.12 -3.07 1.85
H 0.23 -1.89 0.93
H 1.00 -3.26 0.13
H 3.20 -2.38 1.17
H 2.70 -1.59 -0.27
H 2.36 -0.68 2.60
H 3.47 -0.01 1.44
H 0.42 0.19 1.34
H 1.51 1.39 1.98
H 2.68 1.51 -0.29
H 1.13 2.30 -0.10
H 1.59 -0.35 -1.55
H 1.42 1.24 -2.22
H -1.14 -0.01 -2.88
H -1.15 -0.82 -0.67
H -2.86 2.55 1.20
H -2.02 0.32 1.32
H -5.26 2.18 0.52
H -5.41 -2.37 -0.03
H -3.66 -2.31 -0.18
H -4.48 -1.45 1.13
C 4.30 1.95 -1.91
O 5.05 2.80 -1.32
O 3.19 2.32 -2.50
O 4.57 0.66 -1.90
```

Properties
E_HOMO = 1.89 eV
Total charge = -2
E_LUMO = 3.8 eV
Gap between HOMO and LUMO = 1.907 eV

Computed Löwdin charges, given in elementary charges: C -0.12; C -0.26; C -0.21; C -0.22; C -0.24; C -0.30; Si 0.54; O -0.43; Si 0.55; B -0.71; O 0.11; O -0.04; C -0.09; H 0.06; H 0.03; H 0.06; H 0.09; H 0.09; H 0.09; H 0.12; H 0.06; H 0.10; H 0.09; H 0.10; H 0.07; H 0.06; H -0.04; H -0.04; H -0.04; H -0.03; H 0.07; H 0.08; H 0.09; H 0.08; C -1.02; O -0.24; O -0.26; O -0.26

=====

Computed, not measured: a single C5H8O2 molecule in a non-equilibrium geometry, with the ωB97M-V functional and the def2-TZVPD basis.

Structure (XYZ):
```
15
Properties=species:S:1:pos:R:3
C -2.39 0.56 0.21
C -0.97 0.36 0.24
C -0.01 -0.18 -0.81
C -0.15 0.75 1.41
C 1.36 -0.70 -0.51
O -0.52 -0.43 -2.13
O 1.85 -1.48 -1.61
H -3.08 0.19 -0.54
H 0.59 0.03 1.70
H -0.88 0.73 2.24
H 0.27 1.77 1.08
H 1.27 -1.45 0.32
H 2.10 0.14 -0.17
H -1.43 -0.15 -2.04
H 1.22 -1.40 -2.29
```

Properties
E_HOMO (alpha / beta) = -7.83 / -7.91 eV
ΔE to the lowest compared entry with this formula, charge and spin = 565.27 kJ/mol
E_LUMO (alpha / beta) = -1.2 / -1.2 eV
Gap between HOMO and LUMO (alpha / beta) = 6.596 / 6.700 eV

Computed Löwdin charges, given in elementary charges: C 0.11; C -0.39; C -0.08; C -0.13; C -0.18; O 0.05; O -0.03; H -0.03; H 0.05; H 0.08; H 0.12; H 0.15; H 0.17; H 0.08; H 0.04

=====

Computed, not measured: a molecular structure, C16H21N3O3V in a non-equilibrium geometry, with the ωB97M-V functional and the def2-TZVPD basis.

Structure (XYZ):
```
44
Properties=species:S:1:pos:R:3
N -1.00 -0.27 -1.80
C -1.74 -0.68 -2.59
C -2.76 -0.99 -3.54
H -2.63 -1.99 -3.93
H -2.71 -0.28 -4.35
H -3.73 -0.92 -3.06
N 0.62 2.34 0.15
C 0.66 3.38 0.61
C 0.62 4.63 1.26
H 0.53 5.38 0.49
H 1.55 4.75 1.80
H -0.23 4.67 1.93
N 1.66 -1.18 0.38
C 2.35 -2.07 0.64
C 3.21 -3.07 1.17
H 3.18 -3.01 2.25
H 4.22 -2.89 0.82
H 2.89 -4.06 0.85
V 0.85 0.49 -0.81
C 0.47 0.28 1.66
O 0.47 0.17 2.83
C -1.48 0.86 0.14
O -2.57 1.13 0.41
C 0.83 1.08 -2.92
C 1.29 -0.25 -2.90
C 2.33 -0.63 -2.05
C 2.95 0.33 -1.22
C 2.51 1.66 -1.24
C 1.44 2.03 -2.11
H 0.21 1.41 -3.76
H 1.02 -0.92 -3.73
H 2.86 -1.57 -2.24
H 3.92 0.11 -0.79
H 3.09 2.43 -0.77
H 1.23 3.08 -2.27
C -2.36 -2.29 2.32
C -1.18 -2.81 1.54
O -0.98 -2.17 0.26
H -2.22 -1.24 2.50
H -2.49 -2.77 3.29
H -3.29 -2.45 1.79
H -0.24 -2.63 2.07
H -1.22 -3.89 1.32
H -1.79 -2.24 -0.27
```

Properties
E_HOMO (alpha / beta) = -21.77 / -21.75 eV
Total charge = +4
Spin multiplicity = 2
E_LUMO (alpha / beta) = -17.6 / -17.1 eV
Gap between HOMO and LUMO (alpha / beta) = 4.163 / 4.642 eV

Computed Löwdin charges, given in elementary charges: N 0.10; C -0.08; C 0.07; H 0.13; H 0.13; H 0.14; N 0.07; C -0.06; C 0.08; H 0.14; H 0.14; H 0.14; N 0.10; C -0.07; C 0.07; H 0.14; H 0.13; H 0.14; V 0.95; C 0.02; O 0.23; C 0.00; O 0.25; C -0.03; C 0.00; C -0.01; C -0.04; C -0.06; C -0.05; H 0.19; H 0.19; H 0.19; H 0.19; H 0.18; H 0.18; C -0.04; C -0.27; O -0.15; H 0.06; H 0.11; H 0.09; H 0.10; H 0.14; H 0.09

=====

Computed, not measured: a molecular structure, C35H29FIrN5O6S4 in a non-equilibrium geometry, with the ωB97M-V functional and the def2-TZVPD basis.

Structure (XYZ):
```
81
Properties=species:S:1:pos:R:3
Ir -0.21 -0.20 -1.49
F -2.50 0.12 4.84
C -1.18 0.27 4.50
C -0.88 0.12 3.16
C 0.46 0.19 2.72
C 0.77 -0.02 1.35
O -0.21 -0.26 0.54
C 2.16 -0.01 0.99
C 3.09 0.23 1.94
N 2.79 0.51 3.25
C 3.86 0.66 4.19
C 4.06 1.97 4.89
C 5.01 1.53 3.83
C 1.47 0.45 3.68
C 1.12 0.64 5.01
C -0.22 0.53 5.46
N -0.46 0.76 6.86
C -1.83 0.90 7.33
C -1.77 1.31 8.82
N -0.40 1.87 9.04
C 0.59 0.75 9.04
C 0.28 -0.09 7.78
C 2.67 -0.29 -0.40
O 3.88 -0.37 -0.58
O 1.81 -0.44 -1.35
H -1.66 -0.07 2.44
H 4.14 0.20 1.68
H 4.07 -0.24 4.76
H 4.38 1.95 5.92
H 3.37 2.78 4.66
H 6.01 1.21 4.11
H 4.97 2.05 2.87
H 1.89 0.91 5.72
H -2.43 -0.02 7.23
H -2.32 1.68 6.75
H -1.89 0.45 9.49
H -2.52 2.05 9.07
H -0.33 2.46 9.86
H -0.19 2.39 8.17
H 0.49 0.18 9.95
H 1.59 1.19 9.00
H -0.28 -0.99 8.05
H 1.21 -0.42 7.31
O -7.17 -0.03 -1.43
C -5.97 -0.08 -1.43
S -4.93 1.36 -1.42
C -3.39 0.53 -1.38
C -3.44 -0.86 -1.40
S -2.11 -1.89 -1.36
S -5.04 -1.58 -1.46
S -2.00 1.48 -1.30
O 0.20 2.18 -3.59
C -0.01 1.11 -4.13
N -0.02 0.87 -5.48
C -0.28 -0.52 -5.81
C -0.43 -1.10 -4.37
O -0.64 -2.27 -4.11
N -0.30 -0.09 -3.47
C 0.87 -1.17 -6.58
C 1.70 -0.39 -7.38
C 2.72 -0.97 -8.12
C 2.93 -2.34 -8.05
C 2.11 -3.12 -7.26
C 1.08 -2.54 -6.53
C -1.58 -0.68 -6.61
C -2.29 -1.88 -6.60
C -3.46 -2.01 -7.34
C -3.92 -0.95 -8.11
C -3.20 0.23 -8.14
C -2.04 0.37 -7.40
H 0.27 1.58 -6.12
H 1.55 0.68 -7.45
H 3.35 -0.35 -8.74
H 3.74 -2.79 -8.62
H 2.26 -4.19 -7.21
H 0.46 -3.16 -5.90
H -1.95 -2.70 -5.99
H -4.01 -2.94 -7.31
H -4.84 -1.05 -8.68
H -3.55 1.06 -8.75
H -1.50 1.30 -7.43
```

Properties
E_HOMO (alpha / beta) = -4.64 / -7.66 eV
Spin multiplicity = 5
E_LUMO (alpha / beta) = -1.3 / -1.3 eV
Gap between HOMO and LUMO (alpha / beta) = 3.326 / 6.313 eV

Computed Löwdin charges, given in elementary charges: Ir 1.20; F 0.03; C -0.22; C 0.05; C -0.07; C -0.29; O -0.30; C -0.05; C 0.02; N 0.00; C -0.28; C -0.11; C -0.09; C -0.13; C 0.01; C -0.18; N -0.13; C -0.14; C -0.08; N 0.03; C -0.08; C -0.13; C -0.57; O 0.06; O -0.17; H 0.12; H 0.14; H 0.15; H 0.10; H 0.11; H 0.10; H 0.11; H 0.09; H 0.13; H 0.13; H 0.13; H 0.13; H 0.18; H 0.18; H 0.13; H 0.13; H 0.13; H 0.12; O -0.04; C -1.01; S 0.98; C -1.12; C -1.13; S 0.70; S 0.97; S 0.67; O 0.04; C -0.56; N 0.15; C -0.25; C -0.41; O 0.03; N -0.07; C -0.12; C -0.03; C -0.08; C -0.09; C -0.07; C -0.02; C -0.12; C -0.02; C -0.07; C -0.10; C -0.08; C -0.03; H 0.13; H 0.10; H 0.10; H 0.10; H 0.10; H 0.11; H 0.11; H 0.10; H 0.10; H 0.10; H 0.11